Density functional theory data (ωB97M-V/def2-TZVPD) for a molecular structure, C18H8F5N3O4OsSe.

Structure (XYZ):
```
40
C18H8F5N3O4OsSe | the OMol25 dataset | ωB97M-V/def2-TZVPD
Os 0.8353 0.0248 -0.6139
O 5.8730 -1.7210 1.8195
C 5.3290 -0.7155 2.4848
O 5.8110 -0.2280 3.4618
C 4.0228 -0.1526 1.9831
C 3.3887 0.9028 2.6213
N 2.2594 1.1780 1.9532
N 2.1212 0.3531 0.9074
C 3.1864 -0.4544 0.9122
C 3.2136 -1.4373 -0.1985
O 4.0619 -2.2448 -0.3884
O 2.1140 -1.3163 -1.0148
H 5.3697 -2.0104 1.0391
H 3.6949 1.4491 3.4999
H 1.5765 1.8949 2.1502
N -0.8516 0.1089 0.4002
C -1.8058 -0.0237 1.0474
C -2.9720 -0.1951 1.8007
C -2.9601 0.1077 3.1751
C -4.1147 -0.0745 3.9025
C -5.2630 -0.5497 3.2717
C -5.2737 -0.8490 1.9112
C -4.1309 -0.6757 1.1623
H -2.0587 0.4732 3.6478
H -4.1292 0.1495 4.9596
H -6.1657 -0.6901 3.8517
H -6.1754 -1.2177 1.4433
H -4.1179 -0.9044 0.1054
F 0.5003 -1.5012 -4.9491
C -0.2182 -0.4079 -4.8516
C -1.4671 0.2242 -4.4691
F -2.7637 0.1897 -4.5768
C -0.4063 0.2520 -3.4536
F -0.3500 -0.6536 -2.3756
C 0.3871 1.4979 -3.3011
Se 1.2185 1.9754 -1.6999
C 0.4131 1.9619 -4.5641
F 0.9294 3.0470 -5.0470
C -0.3637 0.9780 -5.3820
F -0.7182 1.2551 -6.6257
```

HOMO energy = -0.58070 hartree
Kohn-Sham gap = 6.46 eV
Charge = +2

***

Density functional theory data (ωB97M-V/def2-TZVPD) for a molecular structure, C19H10BCoF7NO2.

Structure (XYZ):
```
41
C19H10BCoF7NO2 | the OMol25 dataset | ωB97M-V/def2-TZVPD
Co 0.9812 -0.3816 -2.7217
O -2.3141 -1.4671 -4.3120
C -1.3982 -0.9494 -3.7348
O -0.2047 -1.4583 -3.5431
C -1.5270 0.4067 -3.0864
C -2.6891 1.1723 -3.1154
C -2.6778 2.3836 -2.4796
C -1.5324 2.8096 -1.7738
C -1.4862 4.0302 -1.0601
C -0.3739 4.3703 -0.3491
C 0.7340 3.4961 -0.2974
C 0.7287 2.3111 -0.9741
C -0.3932 1.9674 -1.7510
N -0.4312 0.8055 -2.4713
H -3.5447 0.7800 -3.6457
H -3.5521 3.0229 -2.4920
H -2.3535 4.6782 -1.0871
H -0.3418 5.3051 0.1940
H 1.6031 3.7612 0.2891
H 1.5639 1.6383 -0.8925
F -0.2971 -4.9362 5.3071
C -0.2850 -3.5896 5.2984
F 0.6604 -3.1950 6.1640
F -1.4727 -3.1930 5.7977
C -0.0631 -3.0482 3.9147
C -0.9730 -3.3833 2.9195
C -0.7987 -2.8995 1.6375
C 0.2893 -2.0749 1.3422
C 1.1995 -1.7494 2.3471
C 1.0225 -2.2347 3.6328
C 0.4807 -1.5581 0.0191
C 0.6704 -1.0918 -1.0731
H -1.8141 -4.0239 3.1518
H -1.4981 -3.1552 0.8531
H 2.0466 -1.1203 2.1081
H 1.7280 -1.9831 4.4120
F 4.8711 0.4060 -2.2150
B 3.7696 0.9323 -1.6297
F 2.5838 0.6057 -2.6598
F 3.7473 2.3004 -1.5427
F 3.3419 0.3099 -0.4806
```

HOMO energy = -0.34317 hartree
Kohn-Sham gap = 7.17 eV
Charge = 0

***

Density functional theory data (ωB97M-V/def2-TZVPD) for a molecular structure, C19H10Cl5CrN3O3.

Structure (XYZ):
```
41
C19H10Cl5CrN3O3 | the OMol25 dataset | ωB97M-V/def2-TZVPD
Cr -0.2793 0.8625 -0.4266
O -3.2858 -2.0966 -1.8661
C -2.9253 -3.0035 -0.9435
C -3.4167 -4.2983 -1.1115
C -3.0933 -5.2878 -0.2117
C -2.2698 -5.0203 0.8871
C -1.7809 -3.7517 1.0641
C -2.0919 -2.7209 0.1569
C -1.5340 -1.4019 0.3768
O -1.7502 -0.4368 -0.5089
N -0.8104 -1.1491 1.4544
N -0.4550 0.1565 1.3768
C -0.3909 0.9565 2.3717
C -0.3923 2.3701 1.9994
C -0.2435 3.4144 2.8877
C -0.3613 4.7152 2.4117
C -0.6233 4.9243 1.0697
C -0.7500 3.8262 0.2331
N -0.6537 2.5812 0.6872
H -2.8881 -1.2408 -1.6392
H -4.0543 -4.4913 -1.9631
H -3.4851 -6.2855 -0.3592
H -2.0225 -5.8042 1.5884
H -1.1436 -3.5192 1.9056
H -0.4896 0.6029 3.3918
H -0.0408 3.2123 3.9301
H -0.2487 5.5532 3.0857
H -0.7249 5.9190 0.6616
H -0.9302 3.9475 -0.8270
Cl 6.1586 -0.6602 -2.9688
C 4.7386 0.0470 -2.3275
C 3.5469 -0.6726 -2.3263
Cl 3.4543 -2.2592 -2.9584
C 2.4183 -0.0706 -1.7951
Cl 0.8784 -0.8866 -1.7584
C 2.4139 1.2136 -1.2702
O 1.2952 1.7477 -0.7804
C 3.6154 1.9245 -1.2767
Cl 3.6183 3.5086 -0.6207
C 4.7670 1.3455 -1.8016
Cl 6.2306 2.2285 -1.7988
```

HOMO energy (spin up / spin down) = -0.41130 / -0.41116 hartree
Kohn-Sham gap (spin up / spin down) = 6.40 / 6.25 eV
Spin multiplicity = 4
Charge = +1

***

| no. | F_max (eV Å⁻¹) | energy (eV) |
| --- | --- | --- |
| 1 | 1.478 | -112835.104 |
| 2 | 0.615 | -82780.658 |
| 3 | 0.257 | -121506.541 |